[1]
Computed, not measured: a single C7H13BN2O3 molecule, with the ωB97M-V functional and the def2-TZVPD basis.

```
26
Properties=species:S:1:pos:R:3:lowdin_charge:R:1
C 0.52 -2.85 -1.14 -0.0758
O -0.41 -1.84 -0.90 -0.1008
C -0.03 -0.53 -0.75 -0.2046
C 1.12 0.07 -1.09 -0.0057
C 1.36 1.49 -0.84 -0.3899
C 2.36 1.82 0.28 -0.0726
N 0.18 2.28 -0.49 0.0491
N -0.90 1.79 -0.27 0.0673
C -1.11 0.33 -0.01 -0.2823
C -2.50 0.11 -0.59 -0.0267
B -1.19 0.15 1.61 -0.5640
O 0.01 -0.05 2.34 0.1295
O -2.34 0.00 2.30 0.1886
H 1.52 -2.53 -1.46 0.0730
H -0.04 -3.65 -1.71 0.1145
H 0.70 -3.28 -0.10 0.1095
H 1.96 -0.43 -1.66 0.1326
H 1.72 1.99 -1.70 0.1205
H 2.10 1.23 1.19 0.0674
H 2.49 2.88 0.63 0.0834
H 3.49 1.57 0.12 0.1014
H -3.12 -0.27 0.29 0.0934
H -2.55 -0.65 -1.33 0.0669
H -2.96 1.04 -0.97 0.0942
H -0.23 -0.72 3.02 0.1072
H -2.16 0.05 3.25 0.1241
```

Summary:
- Structure (SMILES): COC1=C[C@H](C)N=N[C@]1(C)B(O)O
- Charge: 0
- E_tot: -17268.2029 eV
- Lowest unoccupied orbital energy: 0.2 eV


[2]
Computed, not measured: a molecular structure, C12H30Cl2I2O2ReSi4, with the ωB97M-V functional and the def2-TZVPD basis.

```
53
Properties=species:S:1:pos:R:3:lowdin_charge:R:1
Re 0.26 -1.92 -0.12 0.1954
I 2.79 -2.89 0.07 0.9818
C 2.35 -3.83 1.93 -0.9989
I 0.45 -3.15 2.57 1.0003
H 3.10 -3.53 2.65 -0.0094
H 2.33 -4.90 1.79 -0.0058
C -3.51 -0.55 2.02 -0.1216
Si -3.00 -0.03 0.34 0.6009
C -4.08 0.31 -1.10 -0.1288
C -1.63 1.22 0.40 -0.2050
Si 1.01 0.28 -0.07 0.4826
Si 1.24 0.94 -2.37 0.3774
C 2.91 0.23 -2.79 -0.2080
C -0.16 0.01 -3.21 -0.2041
C 1.09 2.77 -2.53 -0.2017
Si 1.92 1.72 1.61 0.3725
C 1.51 3.47 1.20 -0.1936
C 1.14 1.17 3.22 -0.2077
C 3.74 1.32 1.50 -0.2065
H -4.40 -1.18 2.01 0.0561
H -3.73 0.32 2.64 0.0604
H -2.69 -1.10 2.49 0.0439
H -5.05 -0.19 -1.02 0.0557
H -3.60 -0.03 -2.01 0.0542
H -4.25 1.38 -1.19 0.0589
H -2.05 2.21 0.60 0.0774
H -1.11 1.29 -0.56 -0.0058
H -0.93 1.01 1.22 -0.0145
H 2.96 -0.83 -2.53 0.0030
H 3.72 0.75 -2.27 0.0409
H 3.11 0.30 -3.87 0.0517
H -0.33 -0.97 -2.74 -0.0050
H 0.06 -0.19 -4.26 0.0502
H -1.09 0.57 -3.17 0.0375
H 1.97 3.29 -2.14 0.0365
H 0.21 3.15 -2.01 0.0363
H 0.99 3.05 -3.59 0.0521
H 0.44 3.66 1.28 0.0378
H 1.83 3.75 0.19 0.0217
H 2.02 4.13 1.90 0.0547
H 0.37 1.87 3.54 0.0439
H 1.89 1.13 4.02 0.0456
H 0.69 0.17 3.14 -0.0153
H 4.19 1.81 0.64 0.0415
H 3.93 0.25 1.43 0.0132
H 4.25 1.69 2.40 0.0503
Cl -0.50 -3.99 -1.02 0.6130
C -2.28 -3.98 -0.65 -0.8940
Cl -2.61 -5.03 0.71 0.7162
C -2.80 -2.58 -0.34 -0.6368
O -3.97 -2.41 -0.25 0.1217
O -1.92 -1.55 -0.16 -0.3212
H -2.79 -4.38 -1.52 0.0986
```

Summary:
- Multiplicity: 2
- Charge: +2
- E_tot: -91897.7636 eV
- Lowest unoccupied orbital energy (alpha / beta): -7.6 / -7.3 eV


[3]
Computed, not measured: a single C2H5N3O molecule, with the ωB97M-V functional and the def2-TZVPD basis.

```
11
Properties=species:S:1:pos:R:3:lowdin_charge:R:1
H -1.79 -0.47 -2.02 -0.0121
N -1.40 0.34 -1.66 0.0905
C -0.48 -0.04 -0.74 -0.4702
N -0.46 -1.27 -0.14 0.1237
N 0.34 0.89 -0.10 0.1002
C 1.17 0.61 0.88 -0.2638
O 0.93 -0.35 1.67 -0.0207
H 0.05 -1.32 0.62 -0.0525
H -1.48 -1.71 0.15 0.2047
H 0.38 1.77 -0.60 0.1528
H 1.96 1.39 0.95 0.1474
```

Summary:
- Structure (SMILES): [H]/N=C(\N)NC=O
- Charge: 0
- E_tot: -8671.7438 eV
- Lowest unoccupied orbital energy: 0.6 eV


[4]
Computed, not measured: a single C3H9NO2S molecule, with the ωB97M-V functional and the def2-TZVPD basis.

```
16
Properties=species:S:1:pos:R:3:lowdin_charge:R:1
C 0.15 2.02 -0.59 -0.0307
C 2.02 -0.19 0.78 -0.0770
C -1.65 -1.87 -0.44 -0.1982
N -0.08 0.55 0.04 -0.3833
O -2.27 -0.11 1.28 -0.5119
O 1.05 -0.17 -0.31 -0.2566
S -1.76 -0.05 -0.08 0.8909
H -0.58 2.71 -0.44 0.0191
H 1.12 2.36 -0.14 0.0773
H 0.26 1.83 -1.72 0.0986
H 1.60 0.04 1.78 0.0918
H 2.80 0.66 0.72 0.0898
H 2.49 -1.15 0.48 0.0935
H -1.39 -2.30 0.49 0.0420
H -1.06 -2.21 -1.22 0.0182
H -2.68 -2.13 -0.63 0.0363
```

Summary:
- Charge: 0
- E_tot: -19672.7754 eV
- Lowest unoccupied orbital energy: 0.8 eV


[5]
Computed, not measured: a single C4H6O2 molecule, with the ωB97M-V functional and the def2-TZVPD basis.

```
12
Properties=species:S:1:pos:R:3:lowdin_charge:R:1
O -1.92 -0.56 0.90 0.1173
C -0.75 -0.18 0.37 -0.2419
C -0.28 1.19 -0.02 -0.0837
C 1.10 0.51 -0.34 -0.0779
C 0.41 -0.84 -0.05 -0.4622
O 0.85 -2.13 0.00 -0.0943
H -1.83 -1.49 1.18 0.1366
H 0.08 -1.48 -0.99 0.2484
H -0.78 1.66 -0.88 0.1160
H -0.24 1.91 0.80 0.1188
H 1.88 0.76 0.39 0.1132
H 1.49 0.65 -1.35 0.1095
```

Summary:
- Charge: 0
- E_tot: -8335.7692 eV
- Lowest unoccupied orbital energy (alpha / beta): 0.2 / 0.2 eV


[6]
Computed, not measured: a molecular structure, C39H50N6O7PPdS, with the ωB97M-V functional and the def2-TZVPD basis.

```
105
Properties=species:S:1:pos:R:3:lowdin_charge:R:1
Pd -1.14 -0.03 -0.06 0.9330
O 0.43 0.10 6.38 0.1265
C 0.16 0.12 5.21 -0.2635
C -0.81 -0.82 4.49 -0.2695
O -1.50 -1.66 5.01 0.1231
C -0.72 -0.49 3.02 -0.2681
C 0.11 0.74 2.85 -0.2786
O 0.24 1.31 1.78 0.0620
C 0.74 1.09 4.17 -0.2649
O 1.56 1.95 4.38 0.1183
O -1.20 -1.13 2.09 0.0186
N -0.85 1.13 -2.94 -0.0382
C -1.23 1.42 -4.19 -0.1188
C -2.61 1.32 -4.22 -0.0776
C -2.96 0.94 -2.91 -0.1364
N -1.88 0.84 -2.15 -0.0355
H 0.07 0.94 -2.47 0.0452
H -0.52 1.69 -4.95 0.1042
H -3.27 1.49 -5.06 0.0820
H -3.94 0.75 -2.49 0.0944
N 0.76 0.24 -1.06 -0.3009
P 2.23 0.34 -0.58 0.5905
N 3.36 0.06 -1.81 -0.2002
C 3.42 -1.35 -2.27 -0.2016
C 4.28 -1.46 -3.54 -0.1801
C 5.28 -0.31 -3.61 -0.2070
C 4.51 1.01 -3.75 -0.1759
C 3.20 0.94 -2.97 -0.2256
N 2.71 -0.79 0.56 -0.1758
C 1.73 -1.82 0.96 -0.2096
C 2.23 -2.57 2.19 -0.1711
C 3.50 -3.33 1.84 -0.1812
C 4.53 -2.41 1.14 -0.1676
C 4.07 -0.95 1.06 -0.2246
N 2.57 1.87 -0.04 -0.1961
C 3.54 2.28 0.96 -0.1905
C 4.42 3.39 0.40 -0.1810
C 3.56 4.58 -0.02 -0.2062
C 2.45 4.14 -0.97 -0.1874
C 1.67 2.98 -0.38 -0.2151
H 2.41 -1.74 -2.45 0.0914
H 3.87 -1.94 -1.48 0.0835
H 3.64 -1.43 -4.43 0.1092
H 4.79 -2.43 -3.55 0.1054
H 5.97 -0.45 -4.45 0.1018
H 5.87 -0.30 -2.70 0.1070
H 4.29 1.20 -4.81 0.1057
H 5.12 1.84 -3.39 0.1009
H 2.38 0.57 -3.61 0.1150
H 2.90 1.93 -2.62 0.0826
H 1.57 -2.53 0.15 0.0910
H 0.78 -1.35 1.17 0.0527
H 1.45 -3.26 2.51 0.1183
H 2.40 -1.87 3.01 0.1156
H 3.22 -4.14 1.17 0.1037
H 3.93 -3.79 2.73 0.1025
H 4.75 -2.79 0.14 0.0877
H 5.48 -2.42 1.68 0.1056
H 4.76 -0.41 0.41 0.1060
H 4.16 -0.52 2.07 0.1106
H 4.15 1.44 1.27 0.0816
H 3.00 2.64 1.84 0.1245
H 4.97 3.00 -0.47 0.1087
H 5.16 3.69 1.15 0.1076
H 4.18 5.36 -0.48 0.1016
H 3.11 5.02 0.88 0.1133
H 2.90 3.85 -1.93 0.0938
H 1.77 4.97 -1.18 0.1100
H 0.89 2.62 -1.05 0.0916
H 1.17 3.31 0.53 0.1168
S -0.64 -2.04 -1.71 0.7458
C -0.65 -3.50 -0.77 -0.6834
C -1.49 -3.62 0.35 -0.1086
C -1.46 -4.78 1.11 -0.0774
C -0.61 -5.83 0.77 -0.1027
C 0.21 -5.72 -0.34 -0.1068
C 0.20 -4.57 -1.11 -0.1407
H -2.14 -2.80 0.60 0.0745
H -2.09 -4.85 1.99 0.1061
H -0.60 -6.72 1.38 0.0932
H 0.87 -6.54 -0.61 0.0940
H 0.84 -4.48 -1.98 0.0917
C -9.20 2.11 1.42 -0.0601
C -7.78 1.67 1.21 -0.2765
C -6.75 2.13 2.02 -0.0213
C -5.43 1.75 1.82 -0.1847
C -4.39 2.30 2.78 -0.0407
C -5.12 0.85 0.78 -0.0382
C -6.15 0.33 -0.01 -0.1876
C -5.96 -0.68 -1.12 -0.0475
C -7.46 0.77 0.21 -0.0292
C -3.67 0.51 0.52 -0.6167
O -3.36 -0.64 0.09 -0.0982
O -2.80 1.39 0.72 -0.0692
H -9.25 2.95 2.12 0.0686
H -9.81 1.30 1.83 0.0771
H -9.66 2.42 0.48 0.0738
H -6.98 2.82 2.83 0.1077
H -4.89 2.83 3.59 0.0696
H -3.70 2.97 2.28 0.0789
H -3.79 1.49 3.21 0.0832
H -6.35 -0.29 -2.06 0.0784
H -6.53 -1.58 -0.89 0.0839
H -4.92 -0.97 -1.26 0.0510
H -8.24 0.37 -0.43 0.1173
```

Summary:
- Multiplicity: 5
- Charge: -1
- E_tot: -88132.7164 eV
- Lowest unoccupied orbital energy (alpha / beta): 2.4 / 0.7 eV